Entry 1:
This record from the OMol25 dataset describes a molecular structure, C21H21AlClN2P in a non-equilibrium geometry. The level of theory is wB97M-V/def2-TZVPD.

The calculation puts the gap between HOMO and LUMO at 7.201 eV.

ORCA input file:
```
! wB97M-V def2-TZVPD RIJCOSX def2/J DEFGRID3
* xyz 2 1
Al -1.616 2.047 0.065
Cl -3.271 3.604 0.467
P -0.650 0.114 -0.159
C 0.813 -0.335 0.842
C 1.902 -1.086 0.389
C 2.956 -1.384 1.253
C 2.931 -0.940 2.574
C 1.854 -0.175 3.029
C 0.807 0.133 2.166
C -1.959 -0.992 0.493
C -3.247 -0.809 -0.042
C -4.322 -1.551 0.442
C -4.122 -2.486 1.459
C -2.846 -2.676 1.990
C -1.767 -1.931 1.514
C -0.382 -0.572 -1.836
C -0.560 0.281 -2.932
C -0.430 -0.204 -4.234
C -0.132 -1.549 -4.449
C 0.017 -2.414 -3.361
C -0.115 -1.931 -2.061
H -3.397 -0.084 -0.840
H -5.314 -1.397 0.027
H -4.960 -3.065 1.837
H -2.689 -3.406 2.780
H -0.778 -2.077 1.936
H 1.938 -1.422 -0.641
H 3.802 -1.960 0.889
H 3.752 -1.177 3.244
H 1.836 0.188 4.053
H -0.025 0.750 2.499
H -0.820 1.321 -2.746
H -0.569 0.468 -5.077
H -0.032 -1.930 -5.461
H 0.225 -3.467 -3.529
H -0.031 -2.613 -1.219
H 6.734 -0.658 -2.083
H 6.493 -0.661 -2.786
N 1.113 4.468 1.891
C 1.688 4.366 0.679
C 0.896 3.561 -0.113
N -0.168 3.170 0.612
C -0.013 3.735 1.825
H 1.465 5.006 2.713
H 2.615 4.844 0.394
H 1.082 3.284 -1.143
H -0.705 3.612 2.649
*
```



Entry 2:
This record from the OMol25 dataset describes a gas-phase ion, C2H2NO2S2 (charge +1) in a non-equilibrium geometry. The level of theory is wB97M-V/def2-TZVPD.

The calculation puts the gap between HOMO and LUMO at 9.080 eV.

ORCA input file:
```
! wB97M-V def2-TZVPD RIJCOSX def2/J DEFGRID3
* xyz 1 1
C 0.861 0.847 0.305
C 0.304 -0.294 0.390
N 3.405 -0.142 -0.114
O 4.525 0.111 -0.375
O -0.502 -1.174 0.166
S 2.404 1.401 0.143
S 2.748 -1.520 0.226
H 0.232 1.640 0.588
H -0.645 -1.343 -0.791
*
```



Entry 3:
This record from the OMol25 dataset describes 4 unconnected molecules or ions with the total composition C18H24N5 in a non-equilibrium geometry. The level of theory is wB97M-V/def2-TZVPD.

The calculation puts the gap between HOMO and LUMO at 5.084 eV.

ORCA input file:
```
! wB97M-V def2-TZVPD RIJCOSX def2/J DEFGRID3
* xyz 1 1
C 3.236 -0.727 1.666
C 2.214 -0.278 0.508
C 0.673 -0.481 0.876
C 0.075 -1.884 1.268
C -1.440 -1.815 1.527
C -2.233 -0.497 1.393
N -1.553 0.678 1.068
N -0.254 0.596 0.847
H 2.753 -0.570 2.684
H 4.167 -0.069 1.559
H 3.508 -1.823 1.513
H 2.367 0.808 0.187
H 2.442 -0.936 -0.405
H 0.692 -2.833 1.330
H -2.024 -2.758 1.814
H -3.358 -0.471 1.558
H 0.188 1.505 0.593
N -2.321 -5.899 1.099
C -3.241 -6.717 1.702
C -4.314 -6.845 0.854
C -4.030 -6.082 -0.306
C -2.794 -5.512 -0.129
H -1.437 -5.627 1.495
H -3.053 -7.134 2.679
H -5.204 -7.425 1.047
H -4.660 -5.964 -1.175
H -2.210 -4.865 -0.768
N 5.525 3.367 -2.681
C 4.163 3.254 -2.727
C 3.835 1.959 -2.405
C 5.046 1.268 -2.149
C 6.072 2.163 -2.325
H 6.046 4.206 -2.878
H 3.546 4.100 -2.986
H 2.834 1.555 -2.357
H 5.155 0.231 -1.868
H 7.141 2.048 -2.229
N -2.240 4.047 0.290
C -2.266 4.325 -1.052
C -2.982 5.483 -1.230
C -3.398 5.924 0.051
C -2.924 5.020 0.970
H -1.788 3.251 0.711
H -1.776 3.675 -1.761
H -3.183 5.961 -2.177
H -3.980 6.805 0.276
H -3.015 4.985 2.045
*
```



Entry 4:
This record from the OMol25 dataset describes a molecular structure, C28H30BF12NO4ReS. The level of theory is wB97M-V/def2-TZVPD.

The calculation puts the gap between HOMO and LUMO (spin up / spin down) at 5.769 / 5.769 eV.

ORCA input file:
```
! wB97M-V def2-TZVPD RIJCOSX def2/J DEFGRID3
* xyz 3 1
Re -0.103 -0.937 -0.120
C 4.851 -0.163 -4.291
C 3.507 -0.100 -3.640
C 2.365 -0.576 -4.286
C 1.136 -0.509 -3.665
C 1.036 0.030 -2.381
N -0.246 0.002 -1.753
C -1.338 0.628 -2.237
C -1.202 1.487 -3.366
C -2.305 2.019 -3.976
C -3.581 1.743 -3.470
C -4.793 2.307 -4.102
C -3.707 0.982 -2.281
C -2.631 0.453 -1.624
C -2.817 -0.281 -0.293
O -1.681 -0.210 0.562
C -3.021 -1.790 -0.541
F -3.345 -2.484 0.512
F -1.671 -2.241 -0.877
F -3.749 -2.106 -1.570
C -4.010 0.300 0.534
F -5.163 -0.083 -0.021
F -3.977 -0.149 1.777
F -3.946 1.622 0.558
C 2.170 0.490 -1.670
C 3.382 0.431 -2.354
C 2.100 1.188 -0.312
O 1.302 0.375 0.582
C 1.446 2.602 -0.420
F 1.776 3.149 -1.575
F 0.103 2.456 -0.398
F 1.791 3.400 0.567
C 3.500 1.255 0.387
F 3.357 1.550 1.675
F 4.095 0.065 0.325
F 4.262 2.171 -0.188
H 4.770 -0.380 -5.353
H 5.388 0.777 -4.163
H 5.449 -0.949 -3.825
H 2.443 -0.994 -5.280
H 0.249 -0.893 -4.149
H -0.211 1.714 -3.732
H -2.199 2.660 -4.839
H -4.640 2.525 -5.156
H -5.660 1.661 -3.970
H -5.020 3.256 -3.599
H -4.706 0.862 -1.889
H 4.281 0.816 -1.900
C 1.360 1.472 5.099
C 0.334 1.072 4.069
C -0.970 1.808 4.261
O 0.873 1.559 2.745
B 0.942 0.497 1.989
O 0.519 -0.725 2.400
C 0.182 -0.515 3.885
C 1.202 -1.338 4.636
C -1.214 -1.043 4.098
H 1.439 2.558 5.112
H 2.343 1.055 4.900
H 1.048 1.151 6.091
H -0.767 2.876 4.296
H -1.439 1.527 5.204
H -1.678 1.618 3.458
H 2.227 -1.042 4.422
H 1.077 -2.390 4.383
H 1.044 -1.247 5.710
H -1.936 -0.558 3.460
H -1.518 -0.890 5.132
H -1.229 -2.118 3.916
C 0.495 -4.260 -1.046
S 1.210 -2.918 -0.073
C 1.078 -3.582 1.610
H -0.483 -4.536 -0.663
H 1.183 -5.101 -0.982
H 0.434 -3.913 -2.075
H 1.603 -4.537 1.600
H 0.035 -3.727 1.881
H 1.570 -2.885 2.272
*
```



Entry 5:
This record from the OMol25 dataset describes a molecular structure, C17H25IrN2O4 in a non-equilibrium geometry. The level of theory is wB97M-V/def2-TZVPD.

The calculation puts the gap between HOMO and LUMO (spin up / spin down) at 5.500 / 5.971 eV. The expectation value of S² is 0.941.

ORCA input file:
```
! wB97M-V def2-TZVPD RIJCOSX def2/J DEFGRID3
* xyz 1 2
Ir -0.274 0.355 -1.365
C -0.462 1.004 3.187
C -0.458 1.392 1.730
O -0.521 0.451 0.925
C -0.418 2.800 1.398
C -0.466 3.769 2.413
C -0.480 5.121 2.143
C -0.518 5.562 0.816
C -0.483 4.662 -0.208
C -0.341 3.254 0.023
O -0.088 2.532 -0.981
H -0.454 -0.082 3.252
H -1.361 1.382 3.670
H 0.407 1.403 3.705
H -0.505 3.454 3.441
H -0.476 5.837 2.952
H -0.573 6.620 0.604
H -0.502 4.982 -1.237
C 3.347 -0.066 0.176
C 2.973 0.048 -1.323
C 3.709 -1.067 -2.104
C 3.460 1.414 -1.867
N 1.617 -0.056 -1.469
H 4.425 0.007 0.287
H 3.007 -1.018 0.574
H 2.869 0.735 0.734
H 4.779 -0.935 -1.986
H 3.457 -1.010 -3.156
H 3.425 -2.041 -1.722
H 4.539 1.477 -1.761
H 2.988 2.218 -1.312
H 3.195 1.509 -2.915
O -4.071 -1.413 -0.986
C -2.896 -1.336 -1.351
O -2.263 -0.353 -1.763
C -2.149 -2.723 -1.263
N -3.240 -3.700 -1.064
C -2.869 -4.671 -0.006
C -1.429 -4.311 0.371
C -1.314 -2.830 0.015
H -1.558 -2.915 -2.160
H -3.539 -4.156 -1.924
H -4.025 -2.955 -0.800
H -2.948 -5.692 -0.377
H -3.543 -4.558 0.842
H -0.726 -4.886 -0.232
H -1.226 -4.507 1.421
H -0.286 -2.507 -0.148
H -1.739 -2.202 0.802
*
```



Result set for E: -53492.40868; -29348.33780; -26494.95292; -85431.29751; -32033.40639 eV, one per record in the order listed.
Result set for energy relative to the best compared isomer or geometry (same formula, charge and spin): 0.0000; 1.9612; 4.8691; 0.0000; 2.9764 eV, one per record in the order listed.